# 1
{"formula": "C38H45BrN9O2S5Y", "method": "ωB97M-V/def2-TZVPD", "homo_lumo_gap_ev": 3.3, "homo_energy_ha": -0.0016, "charge": -2, "fmax_ev_per_a": 0.6, "species": ["N", "C", "H", "C", "H", "H", "N", "N", "C", "C", "C", "C", "H", "H", "C", "H", "H", "H", "C", "C", "Br", "H", "C", "N", "N", "C", "N", "C", "C", "C", "H", "H", "C", "C", "H", "H", "C", "H", "C", "H", "H", "H", "N", "Y", "S", "H", "C", "H", "N", "C", "C", "C", "H", "C", "H", "C", "H", "H", "C", "C", "H", "C", "H", "S", "H", "H", "C", "O", "H", "C", "S", "H", "H", "H", "N", "S", "C", "H", "H", "H", "O", "C", "H", "H", "C", "C", "H", "H", "C", "C", "C", "S", "H", "H", "C", "H", "H", "C", "H", "H", "H"], "coordinates": [[-0.7140, -7.1835, -1.1102], [-1.7414, -3.3271, -2.5406], [-3.0075, 1.5401, 2.9856], [2.4112, -3.7717, 0.1875], [-2.9121, -2.9577, 0.4764], [-4.5656, 1.2536, -3.5647], [-4.6998, -0.0588, -1.9715], [-0.3750, -1.8513, -1.2429], [-1.3735, -2.0839, -2.0998], [-0.2545, 1.7235, 5.0176], [2.9891, 3.5881, 1.3320], [-1.0644, 3.1527, -1.7263], [-0.0989, 0.6449, 4.9651], [2.6825, -5.8846, 0.2886], [-2.4446, 1.4982, 3.9196], [-0.8046, 1.9553, 5.9345], [-1.0942, 2.1302, 1.6991], [2.9608, 1.0281, 2.2210], [-3.0672, -7.3637, -1.2150], [-4.5019, -6.3359, 0.4086], [-6.2706, -5.9057, 1.0178], [-1.2691, -5.7343, 1.1903], [-1.0811, -4.4519, -1.9831], [-1.7741, 3.4572, -0.6044], [0.4484, -6.6987, -0.5391], [-1.2167, 3.6805, 3.7273], [1.6239, 0.2629, -2.5421], [1.5562, -2.6804, -0.1382], [-1.4776, 6.4819, 3.4539], [1.0263, 0.9414, -3.5819], [-1.3883, -5.4472, -2.2692], [-6.0860, -2.9479, -0.9530], [-2.3066, 4.2540, 3.0694], [-4.3313, -7.0850, -0.7574], [-3.0685, 3.6137, 2.6449], [-4.2330, 2.0180, -1.9833], [-4.0574, -0.5521, -0.8278], [-3.0314, 0.9542, -2.7238], [0.7385, -5.4326, -0.5485], [-6.3990, 0.9920, -1.2835], [0.7256, 2.1949, 5.0836], [3.6764, -2.1763, -2.5863], [-4.3845, -1.7981, -0.4717], [0.4384, 0.1313, -0.2440], [-1.0787, 4.2495, -3.0739], [-5.1408, -2.3541, -2.3477], [-5.0819, -2.7409, -1.3344], [-3.2963, 6.0334, 2.4044], [3.3093, -1.3223, -2.1989], [2.3445, 1.5889, 2.9246], [-3.8331, -2.4267, 0.7298], [-3.3878, -5.8737, 1.0992], [0.3034, 3.3854, -4.9287], [-0.2635, 4.5582, 4.2467], [0.6091, 4.1663, 4.7495], [-0.1150, 3.1381, -3.9689], [2.9837, 2.1972, 3.5660], [3.3714, -3.5385, 0.6393], [-6.1455, 0.0839, -1.8476], [-1.8750, -6.8945, -0.5553], [-3.5177, -5.2872, 2.0026], [-0.4065, 1.7060, 2.4467], [-6.5929, 0.1554, -2.8409], [-2.9607, 0.3425, 0.0752], [-5.1971, -7.4459, -1.3018], [-1.5738, 7.5558, 3.3469], [-0.3900, 5.9331, 4.1187], [1.9813, -1.3712, 0.0403], [-1.8043, 2.7076, 0.0758], [-4.0987, 1.1127, -2.5875], [-0.3600, -0.1052, 2.2362], [3.7511, 2.9179, 0.9222], [1.0402, 0.9593, -5.7712], [-1.8918, -1.1980, -2.4633], [-0.4328, 2.0353, -1.9542], [1.3284, 2.7094, 1.9493], [2.5241, -0.5868, -2.9918], [-2.3167, 0.4420, 4.1508], [3.3980, 4.1518, 2.1801], [-4.5628, -3.1462, 1.1007], [1.1555, 2.1428, 0.4857], [-0.0372, -4.3016, -1.1098], [-2.5454, -3.4468, -3.2532], [1.7352, 0.8868, 3.4830], [-2.1119, -6.1295, 0.6400], [0.1162, 2.0319, -3.2241], [2.9236, -1.3714, -1.2069], [-1.5796, 4.3555, -0.1878], [-1.0604, 2.1584, 3.7893], [1.4094, 0.5921, -4.8296], [2.0415, -5.0627, -0.0054], [2.6340, -0.6250, -4.7340], [-6.5794, -0.7693, -1.3353], [-2.9318, -7.9455, -2.1203], [0.3873, -2.9412, -0.8021], [-4.5194, -3.6745, -1.3319], [0.3784, 6.5783, 4.5281], [-2.4363, 5.6302, 2.9272], [-3.6127, -1.6758, 1.4813], [2.6718, 4.2883, 0.5560], [-3.0299, 1.9718, 4.7158]]}



# 2
{"formula": "C38H46BaClF6Ge3N2O4S2", "method": "ωB97M-V/def2-TZVPD", "homo_lumo_gap_ev": [5.4, 5.2], "homo_energy_ha": [-0.0668, -0.0668], "e_above_lowest_ev": 1.231, "multiplicity": 2, "charge": -2, "s2": 0.792, "fmax_ev_per_a": 1.2, "species": ["C", "C", "H", "H", "C", "H", "F", "F", "C", "C", "H", "C", "C", "H", "H", "C", "H", "H", "C", "C", "O", "C", "O", "O", "H", "C", "H", "H", "H", "C", "H", "C", "C", "H", "H", "C", "C", "H", "F", "H", "Ge", "C", "H", "Ba", "Ge", "H", "H", "H", "C", "H", "C", "H", "C", "H", "O", "N", "H", "H", "H", "H", "H", "C", "N", "C", "C", "H", "H", "C", "H", "H", "H", "H", "H", "H", "C", "C", "C", "S", "F", "H", "H", "C", "H", "Cl", "H", "C", "C", "H", "Ge", "H", "C", "H", "C", "F", "H", "C", "H", "C", "C", "F", "S", "C", "C"], "coordinates": [[1.1470, -3.2719, -6.0618], [1.2167, -5.0777, -1.8453], [-2.1287, -3.7554, -1.8203], [0.3704, 2.9514, -2.5491], [0.5965, 3.0214, -6.7465], [3.9610, 2.1972, -0.7076], [-3.1834, 4.9310, 2.1676], [-1.4979, 5.7960, 1.1387], [4.9697, -2.9136, -2.9146], [1.4340, 4.7231, -1.9777], [4.6909, -3.8580, -2.4440], [-0.1469, 1.6232, -4.8906], [-4.9894, -1.5199, -0.2483], [-1.5187, -2.9864, -0.3622], [0.6576, 5.3877, -2.3308], [2.5872, 5.1998, -1.3838], [-4.0136, -2.8779, -3.5531], [5.4395, -0.0595, -1.0866], [-0.5805, -2.3391, -4.1196], [3.9192, -0.0862, -3.7913], [1.1806, 4.5347, 1.6869], [-2.4265, -3.2035, -0.9255], [2.0070, 2.2075, 1.4395], [-0.9993, 3.2977, -0.0735], [4.9809, 0.0795, -3.9971], [-0.4514, -1.3626, 3.1151], [-2.1111, -2.4757, -5.6164], [0.1297, -0.4514, 5.0544], [1.8351, -3.6377, -6.8169], [-0.7210, 3.4110, -6.9687], [-1.5031, -1.5797, 3.2495], [1.6094, -2.9946, -4.7803], [0.4098, -0.7837, 4.0625], [3.8784, -0.0099, -0.2403], [1.1580, 0.4236, -3.6681], [0.2978, -1.6254, 1.9540], [0.8783, 2.1426, -5.7249], [-2.7738, 3.2475, -6.3672], [2.9825, 3.5218, 3.8617], [-4.6991, -1.4164, 0.7993], [1.3452, -2.0754, -1.8948], [3.2595, 2.9368, -1.0744], [5.9907, -2.6614, -2.6148], [0.1769, 0.6119, -0.0343], [3.7078, -1.4703, -2.3776], [-2.5513, 0.6417, -2.2446], [2.4737, -7.4906, 0.1855], [0.5893, -4.9828, -2.7259], [-1.0600, -2.6219, -5.3939], [-1.2701, -1.9652, -3.3705], [2.5443, -4.1129, -0.1171], [3.4808, 0.8585, -3.4624], [2.8091, -5.3746, 0.3956], [-0.6430, 0.3505, -3.2039], [-2.6781, 2.4001, 1.5114], [2.1521, 2.4561, -1.6461], [-0.0600, -2.1397, 1.0694], [1.3851, 3.4112, -7.3764], [2.7462, 6.2635, -1.2581], [-5.6305, -0.6743, -0.5062], [-3.0595, -3.8549, -0.3177], [-1.8671, 4.8275, 1.9790], [-0.3169, 2.5202, 2.1915], [4.5711, -0.6540, -0.7865], [1.7513, -3.9307, -1.2547], [4.9085, -1.4283, -0.0942], [-3.4865, -1.2412, -3.9730], [2.2758, -6.5030, -0.2157], [-5.1098, -1.5030, -3.3275], [3.4291, -0.3964, -4.7174], [-2.7556, 0.6900, -0.5132], [-5.5610, -2.4459, -0.3580], [3.4212, -5.4740, 1.2852], [-2.2743, 1.6715, -4.5269], [1.4733, -6.3463, -1.3370], [0.1393, 0.7427, -3.8465], [1.2666, 3.3519, -2.0905], [-1.4739, 3.1272, 1.2784], [1.4818, 2.1099, 4.5181], [4.9550, -3.0533, -3.9980], [2.9482, -3.2474, 0.3988], [-4.0680, -1.8271, -3.2579], [-0.5576, -3.2996, -7.3726], [-1.0779, 4.5262, -8.2646], [2.4594, -1.2602, 1.4852], [1.6276, -1.1888, 2.1777], [1.6749, 3.2270, 3.8558], [1.0395, -7.2161, -1.8196], [-3.3806, -1.5342, -1.4090], [1.9005, 1.8322, -5.5421], [-0.1932, -3.0847, -6.3742], [2.5674, -0.2574, 3.9518], [-2.3371, 0.0725, -1.3260], [-1.2705, 5.0190, 3.1520], [2.6574, -3.1658, -4.5565], [0.7633, -2.5132, -3.7777], [4.4358, 4.6075, -0.4447], [1.6857, -0.6780, 3.4848], [-1.7579, 2.9288, -6.1759], [1.0295, 4.2160, 4.4832], [1.1317, 3.1552, 2.0898], [3.5250, 4.2867, -0.9317], [-1.4756, 2.0500, -5.1540]]}



# 3
{"formula": "C38H46FN10O3Se2V", "method": "ωB97M-V/def2-TZVPD", "homo_lumo_gap_ev": [6.6, 5.9], "homo_energy_ha": [-0.3291, -0.3028], "e_above_lowest_ev": 0.419, "multiplicity": 2, "charge": 1, "s2": 0.778, "fmax_ev_per_a": 1.7, "species": ["N", "N", "C", "N", "H", "H", "H", "C", "C", "H", "C", "C", "H", "H", "O", "N", "C", "N", "H", "C", "H", "C", "C", "H", "H", "H", "H", "H", "C", "H", "N", "H", "C", "C", "H", "C", "H", "H", "C", "H", "H", "C", "C", "O", "H", "H", "H", "Se", "V", "C", "O", "C", "C", "H", "H", "C", "C", "H", "H", "C", "H", "H", "H", "H", "H", "C", "C", "H", "C", "C", "Se", "N", "H", "H", "C", "H", "H", "H", "F", "C", "N", "N", "C", "N", "H", "C", "H", "C", "H", "C", "H", "C", "C", "H", "C", "H", "C", "C", "C", "H", "H"], "coordinates": [[-1.3907, -4.2408, -2.3133], [2.6334, 0.2747, -2.1892], [-1.3682, 4.0032, 4.1621], [0.5903, -1.6861, 0.7879], [0.1323, -5.1876, -4.9646], [0.6201, -4.9057, 2.0488], [1.6166, -3.9903, -1.2706], [-1.3489, 3.1391, 3.0466], [3.6576, -1.6960, 3.2701], [3.8454, 0.2652, -5.8566], [1.7751, 0.3977, -3.2118], [-2.4569, 2.1247, 1.2265], [-1.5702, -2.2977, -1.5154], [-3.1530, 4.1300, 5.3287], [0.9470, 1.0144, 1.2576], [-0.5025, -3.2836, -4.3610], [-0.2560, -2.9441, 3.8946], [-0.2456, 3.5004, -3.3006], [-0.1101, -5.6152, -1.3806], [-3.8220, 3.5167, 2.7235], [-5.2017, 2.6525, 1.2566], [-1.6541, 3.1708, -3.5205], [0.0344, -2.1739, -3.5707], [-2.0928, -4.6427, -4.2450], [2.8167, -2.6767, 1.5576], [-3.3606, 1.9912, 0.6513], [-2.3946, 5.6770, 5.0004], [0.7943, -3.2098, 4.0290], [-1.6942, -3.7996, -3.6797], [-1.9780, 2.4439, -2.7778], [-2.5160, 2.9152, 2.2928], [-0.8531, -3.5407, 4.5851], [-0.8388, -3.1052, -1.5758], [-2.2137, -2.9037, 2.3063], [2.2772, -3.2717, -2.7543], [0.5125, -4.3427, -4.3896], [0.3856, 3.9582, -5.2474], [5.4701, 0.1307, -3.9807], [1.3705, -3.6573, -2.2830], [1.4893, 4.4666, -3.9549], [-0.5997, -3.4484, -0.5711], [-4.8078, 3.6168, 1.5744], [-0.4496, -4.6945, 2.0919], [-2.6060, 0.7874, -1.0949], [-3.0899, 5.5250, 2.6112], [1.9144, 2.1948, 3.1131], [-0.8951, -4.9537, 1.1306], [5.3015, 0.4376, -1.1260], [1.2763, -0.2033, -0.2720], [3.9380, 0.2309, -2.4845], [-0.4980, 0.0990, -1.0024], [0.3719, 3.0837, -2.2073], [3.5002, 0.2738, -4.8304], [0.7307, 0.4652, -2.9295], [-2.4490, -3.0134, -3.6391], [-3.5498, 4.8674, 3.3562], [2.1566, 0.4226, -4.5374], [-2.5426, -3.0311, 1.2740], [-0.7465, -6.1265, -2.9538], [4.1491, -0.4924, 3.7437], [1.4085, -3.9602, -4.8817], [4.4957, -0.4005, 4.7660], [1.4109, 0.5327, -5.3131], [3.6215, -2.5791, 3.8940], [-2.4250, -1.8779, 2.6125], [4.2402, 0.5825, 2.8714], [-0.3550, -5.2793, -2.3906], [4.6900, 1.5182, 3.1742], [0.9642, 3.5371, 4.4733], [3.7847, 0.4177, 1.5762], [4.0785, 1.8145, 0.2696], [3.2228, -0.7116, 1.1272], [0.9303, -1.8152, -4.0717], [-2.7869, -3.5821, 2.9398], [-1.5251, 0.7291, -0.5246], [-1.7716, 2.7356, -4.5130], [-4.2286, 2.8509, 3.4902], [-4.5018, 5.3104, 3.6466], [2.0793, 3.7495, 5.1929], [3.2094, -1.7531, 1.9625], [0.3883, -2.5668, -2.1893], [0.9216, 2.7185, -1.2558], [-0.2009, 4.1959, 4.8607], [0.8714, -4.8033, -3.0420], [-5.6533, 4.2172, 1.9091], [-0.7223, -3.2317, 2.4635], [-2.2702, 4.0696, -3.4560], [-0.1367, 1.6028, 1.5140], [-0.0084, 5.3707, -4.2490], [-1.3378, 1.4631, 0.7746], [-0.8931, -5.3330, 2.8569], [-0.1723, 2.4981, 2.6663], [1.0036, 2.7011, 3.4020], [-4.3624, 4.1127, 0.7092], [0.0255, -2.3519, 1.5340], [-0.3794, -1.8897, 4.1456], [0.4455, 4.3784, -4.2429], [-2.6380, 4.7115, 4.5579], [4.4068, 0.1853, -3.7897], [-0.1760, 4.8643, 5.7133], [-0.7053, -1.3733, -3.5132]]}



# 4
{"formula": "C38H46N11OSSeTeTi", "method": "ωB97M-V/def2-TZVPD", "homo_lumo_gap_ev": 7.1, "homo_energy_ha": -0.3774, "e_above_lowest_ev": 0.432, "charge": 1, "fmax_ev_per_a": 0.5, "species": ["N", "C", "C", "C", "C", "C", "H", "H", "H", "C", "H", "H", "H", "H", "C", "H", "H", "N", "C", "C", "C", "H", "C", "C", "H", "C", "N", "N", "H", "H", "H", "H", "H", "C", "C", "C", "N", "C", "N", "H", "H", "H", "C", "H", "C", "C", "C", "H", "H", "H", "C", "N", "C", "C", "H", "H", "H", "H", "Ti", "C", "C", "H", "H", "H", "N", "H", "C", "H", "H", "S", "C", "Te", "C", "C", "Se", "H", "C", "H", "H", "H", "H", "O", "H", "H", "N", "N", "C", "C", "C", "H", "C", "C", "H", "H", "C", "H", "H", "H", "C", "N"], "coordinates": [[-2.7903, -2.1320, 2.8777], [1.8598, 0.7427, -2.5937], [-5.1249, 1.7966, 0.2134], [4.5643, -0.0229, -5.1065], [-3.8922, 1.9574, -1.9437], [-0.1160, 3.7193, 0.2023], [-1.3729, 3.1642, 2.8151], [-2.6045, -1.5844, 0.8913], [4.0764, 1.6208, -3.8003], [4.1761, -1.2740, -5.5708], [-0.0484, -0.5895, 3.2695], [-1.2062, -3.4805, 0.4713], [5.4474, 0.4536, -5.5126], [2.0532, 2.0720, -0.1977], [-2.9854, -2.0260, -2.3346], [-6.0284, 1.7454, -0.3837], [-4.9119, 1.9166, -2.3230], [-1.3822, -4.0565, 2.4572], [-2.1423, -1.2876, -1.5249], [3.0271, -1.8744, -5.0722], [-2.7557, -3.5602, 2.5603], [-2.0988, -0.3480, 2.0549], [0.6062, 6.1220, 1.3832], [-4.0578, 1.8977, 2.3388], [3.9665, -0.0133, 1.5838], [-3.8958, 1.8836, -0.4355], [1.4581, 0.0175, -1.4998], [4.5896, -1.6810, -0.9552], [0.6486, -2.9672, -1.7226], [5.3374, -2.8390, -2.3460], [2.6098, 5.3991, 1.2228], [-3.1274, -3.7656, -3.5869], [0.9009, 7.0482, 1.8586], [-1.6048, 2.1124, 2.6396], [2.3665, 3.0979, -0.0322], [3.7486, -1.4701, 0.0795], [4.3090, -0.4607, 0.7401], [-0.3892, -2.7233, -1.9203], [1.3269, 0.5027, 1.4731], [-6.6065, 0.8001, 2.9062], [-3.4407, 2.8896, -2.2881], [3.7658, -2.4281, -2.5735], [3.8077, 0.6296, -4.1437], [0.3297, -3.6785, 1.3465], [-2.0850, -1.4106, 1.8336], [-0.0223, -1.6507, 3.0298], [-1.1687, -3.5193, -2.7353], [1.0163, -1.9731, 2.9604], [1.3850, -1.6924, -3.6959], [-1.4946, 6.5910, 1.3621], [-0.6949, -3.3114, 1.4207], [4.4472, -2.7204, -1.8755], [2.2857, -1.2356, -4.0868], [-2.0884, -1.9268, 4.1483], [-0.7399, -4.4012, -3.1894], [0.3270, -4.1645, 3.6646], [2.7741, 3.4677, -0.9746], [-1.2131, -4.3700, 4.5199], [0.6362, -0.5222, -0.0982], [-2.4923, -3.1641, -2.9505], [1.2366, 3.9819, 0.4104], [-6.7269, 2.5539, 2.9336], [6.3696, -0.5556, -2.8516], [-2.0970, -0.8635, 4.3944], [-0.7037, -2.3903, 4.0741], [-7.3757, 1.6502, 1.5631], [1.8912, 1.0782, 2.3303], [4.7574, -1.7712, -6.3361], [-2.6099, -2.4730, 4.9350], [2.3339, -2.3591, 0.4748], [-0.7311, 5.8661, 1.1129], [-0.8796, 1.9553, -0.7139], [-2.7270, 1.9409, 0.3400], [2.6777, 0.0141, -3.6166], [2.8288, 1.8504, 3.5830], [-4.0087, -1.7055, -2.4697], [1.5640, 5.1927, 1.0283], [-2.1330, 4.4685, 0.3263], [-3.3281, 1.1500, -2.4149], [-0.7109, 1.6607, 2.2105], [2.7074, -2.8349, -5.4551], [1.5993, 1.9227, -2.7281], [3.1629, 3.1040, 0.7125], [-3.2691, -3.7286, 1.6106], [5.4495, -0.0098, 0.1662], [-0.6631, -1.8403, 1.6838], [-2.8055, 1.9727, 1.7419], [-0.7034, -3.8118, 3.7342], [-6.5603, 1.6945, 2.2830], [-2.5070, -0.4042, -1.0150], [5.6153, -0.7679, -0.8744], [-5.2275, 1.7946, 1.5969], [-4.1182, 1.9159, 3.4221], [7.3719, 0.1438, -1.5646], [6.7397, -0.6975, -1.8351], [-3.2770, -4.1138, 3.3417], [-1.7990, 1.6551, 3.6104], [7.3431, -1.6065, -1.8037], [-1.0875, 4.6676, 0.5234], [-0.8644, -1.6230, -1.3154]]}